w.
20
Properties=species:S:1:pos:R:3:lowdin_charge:R:1 method="wB97M-V/def2-TZVPD" smiles="c1ccccc1.CC(=O)O" orbital_gap_ev=10.522 homo_ev=-9.63 lumo_ev=0.9
C 1.288 0.649 1.242 -0.134
C 1.746 -0.629 1.070 -0.130
C 2.154 -1.202 -0.095 -0.070
C 2.110 -0.284 -1.224 -0.041
C 1.588 1.004 -0.942 -0.140
C 1.237 1.568 0.244 -0.102
C -2.026 0.117 -0.178 -0.599
C -3.453 -0.515 -0.020 -0.028
H 1.128 1.052 2.210 0.103
H 1.704 -1.294 2.015 0.142
H 2.623 -2.094 -0.274 0.074
H 2.509 -0.679 -2.141 0.096
H 1.349 1.567 -1.851 0.109
H 0.956 2.697 0.298 0.161
H -0.168 -0.460 -0.402 0.088
H -4.097 0.370 0.385 0.095
H -4.184 -1.153 -0.863 0.151
H -3.402 -1.182 0.823 0.037
O -1.988 1.291 -0.132 0.108
O -1.076 -0.823 -0.165 0.082

---

x.
20
Properties=species:S:1:pos:R:3:lowdin_charge:R:1 method="wB97M-V/def2-TZVPD" smiles="COC1=CC(=O)C1=C(C)C" orbital_gap_ev=9.158 homo_ev=-8.50 lumo_ev=0.7
C -0.943 -1.884 0.382 0.032
C -0.965 -0.501 0.183 -0.231
C 0.519 -0.482 -0.127 -0.037
C 0.444 -2.040 0.162 -0.366
C 1.334 0.539 -0.149 -0.283
C 2.807 0.368 -0.127 -0.063
C 0.862 1.967 -0.415 -0.019
C -3.247 -0.076 0.190 -0.036
O 1.304 -2.888 0.239 0.079
O -1.897 0.381 0.249 -0.039
H -1.738 -2.726 0.516 0.145
H 3.096 -0.091 0.803 0.072
H 3.430 -0.253 -0.942 0.138
H 3.280 1.356 -0.148 0.065
H 1.337 2.596 0.202 0.031
H 1.292 2.301 -1.415 0.118
H -0.200 2.003 -0.445 0.059
H -3.806 0.684 -0.476 0.127
H -3.711 -0.064 1.270 0.124
H -3.199 -1.191 0.048 0.083

---

Which structure is most stable? w, by 0.0699 hartree over the runner-up.

---

w.
18
Properties=species:S:1:pos:R:3:lowdin_charge:R:1 method="wB97M-V/def2-TZVPD" orbital_gap_ev="10.289 / 5.366" homo_ev="-13.94 / -13.94" multiplicity=2 total_charge=+1 lumo_ev="-3.7 / -8.6"
N -0.704 0.992 -0.829 0.304
C -0.781 0.013 0.187 -0.162
C -0.322 0.694 1.510 -0.208
N 1.014 1.252 1.287 0.018
H 0.211 1.230 -1.235 0.167
H -1.351 1.788 -0.809 0.175
H -1.800 -0.363 0.225 0.149
H -0.156 -0.838 -0.071 0.144
H -0.354 -0.129 2.233 0.102
H -1.056 1.437 1.792 0.124
H 1.379 1.608 2.163 0.092
H 1.629 0.472 1.067 0.087
H 0.067 0.044 -5.335 0.016
H -0.497 -1.185 -6.078 0.039
O 0.255 -0.579 -6.041 -0.055
H 1.588 -2.057 3.324 0.041
H 0.120 -1.854 3.442 0.017
O 0.757 -2.524 3.166 -0.049

---

x.
18
Properties=species:S:1:pos:R:3:lowdin_charge:R:1 method="wB97M-V/def2-TZVPD" orbital_gap_ev="9.858 / 4.109" homo_ev="-13.58 / -13.58" multiplicity=2 total_charge=+1 lumo_ev="-3.7 / -9.5"
N -1.411 0.488 -0.363 0.072
C -0.264 0.176 0.579 -0.223
C -0.192 0.883 1.929 -0.171
N -1.336 0.556 2.729 0.262
H -2.040 -0.193 0.133 0.105
H -1.756 1.423 -0.180 0.081
H -0.177 -0.915 0.607 0.131
H 0.750 0.433 0.190 0.129
H -0.343 1.970 1.706 0.156
H 0.765 0.682 2.385 0.167
H -1.555 1.263 3.421 0.155
H -1.272 -0.424 2.990 0.154
H 2.475 -0.692 -1.435 0.056
H 3.042 -1.810 -2.387 0.045
O 3.125 -1.495 -1.457 -0.120
H -0.020 -1.144 -4.307 0.069
H -0.218 -0.354 -3.055 -0.028
O 0.428 -0.848 -3.484 -0.040

---

Which structure is most stable? w, by 0.0384 hartree over the runner-up.

---

w.
8
Properties=species:S:1:pos:R:3:lowdin_charge:R:1 method="wB97M-V/def2-TZVPD" orbital_gap_ev="8.149 / 8.146" homo_ev="-8.58 / -8.58" lumo_ev="-0.4 / -0.4"
C -0.688 0.888 -0.033 -0.444
N -1.035 -0.175 -0.901 -0.137
N -0.520 -1.195 -1.023 0.027
O 1.393 -1.925 1.082 -0.608
S 1.255 0.990 0.203 0.484
S 1.512 -1.129 -0.093 0.557
H -0.974 1.907 -0.210 0.060
H -0.942 0.640 0.975 0.061

---

x.
8
Properties=species:S:1:pos:R:3:lowdin_charge:R:1 method="wB97M-V/def2-TZVPD" orbital_gap_ev="7.800 / 6.928" homo_ev="-8.92 / -8.34" lumo_ev="-1.1 / -1.4"
C 0.831 1.416 0.563 -0.018
N -0.222 1.388 -0.137 -0.149
N -0.696 0.684 -1.048 -0.462
O -1.241 -3.351 0.057 -0.658
S -0.859 -0.882 -1.354 0.633
S -0.382 -2.169 0.181 0.517
H 1.640 0.698 0.462 0.074
H 0.930 2.217 1.276 0.064

---

y.
8
Properties=species:S:1:pos:R:3:lowdin_charge:R:1 method="wB97M-V/def2-TZVPD" orbital_gap_ev="9.175 / 6.173" homo_ev="-8.78 / -8.30" lumo_ev="0.4 / -2.1"
C 0.708 -0.408 1.577 -1.423
N -1.715 -3.349 0.407 -0.001
N -0.271 0.193 0.937 0.025
O -1.501 -4.357 -0.047 -0.015
S 2.333 0.108 1.768 0.576
S 0.616 -2.057 1.969 0.603
H 0.052 1.086 0.653 0.076
H -1.304 -0.073 0.861 0.159

---

Which structure is most stable? w, by 0.0207 hartree over the runner-up.

---

w.
8
Properties=species:S:1:pos:R:3:lowdin_charge:R:1 method="wB97M-V/def2-TZVPD" orbital_gap_ev="6.174 / 6.176" homo_ev="-9.04 / -9.04" lumo_ev="-2.9 / -2.9"
C -2.686 0.915 -0.117 -0.865
N -3.265 1.591 0.598 0.050
N 1.744 0.046 -0.195 -0.200
O 1.108 -2.112 0.736 -0.434
S -1.617 -0.170 -0.813 0.473
S 0.868 -1.323 -0.429 0.864
H 2.440 0.083 0.515 0.062
H 1.409 0.970 -0.295 0.051

---

x.
8
Properties=species:S:1:pos:R:3:lowdin_charge:R:1 method="wB97M-V/def2-TZVPD" orbital_gap_ev=9.183 homo_ev=-9.06 lumo_ev=0.1
C 0.608 -0.100 -1.127 -0.295
N 1.438 0.337 -0.203 -0.473
N -0.606 0.323 1.156 -0.524
O -1.091 -1.767 -0.017 -0.522
S 1.090 0.727 1.279 0.892
S -1.093 -0.334 -0.319 0.810
H 0.824 -0.201 -2.276 0.122
H -1.171 1.014 1.506 -0.009

---

Which structure is most stable? x, by 0.0025 hartree over the runner-up.

---

w.
6
Properties=species:S:1:pos:R:3:lowdin_charge:R:1 method="wB97M-V/def2-TZVPD" orbital_gap_ev=8.984 homo_ev=-11.05 lumo_ev=-2.1
O 0.895 1.351 -0.675 -0.470
O 1.989 0.026 0.967 -0.402
O -2.571 -0.387 0.247 -0.345
O -0.342 -1.024 -0.478 -0.507
S -1.191 -0.085 0.237 0.961
S 1.475 0.091 -0.361 0.763

---

x.
6
Properties=species:S:1:pos:R:3:lowdin_charge:R:1 method="wB97M-V/def2-TZVPD" orbital_gap_ev=10.789 homo_ev=-11.97 lumo_ev=-1.2
O 3.378 -0.790 -0.640 -0.438
O 1.384 -1.030 0.669 -0.429
O -3.320 2.004 -0.217 -0.433
O -1.959 0.020 -0.019 -0.431
S 2.547 -1.639 0.185 0.867
S -2.031 1.436 0.022 0.864

---

Which structure is most stable? x, by 0.0283 hartree over the runner-up.

---

w.
14
Properties=species:S:1:pos:R:3:lowdin_charge:R:1 method="wB97M-V/def2-TZVPD" smiles=Nc1nccnc1N orbital_gap_ev=8.725 homo_ev=-8.03 lumo_ev=0.7
C 0.368 -0.732 -0.172 -0.392
C -1.864 -0.791 -0.157 -0.141
C -1.968 0.599 -0.064 -0.156
C 0.292 0.690 -0.221 -0.338
H 1.588 -2.369 0.613 0.168
H 2.569 -0.744 -0.147 0.172
H -2.753 -1.416 0.064 0.105
H -2.888 1.042 0.170 0.084
H 1.018 2.434 0.036 0.079
H 2.250 1.383 0.424 0.111
N 1.581 -1.458 -0.115 0.021
N -0.713 -1.465 -0.179 0.102
N -0.879 1.303 -0.063 0.103
N 1.396 1.524 -0.189 0.080

---

x.
14
Properties=species:S:1:pos:R:3:lowdin_charge:R:1 method="wB97M-V/def2-TZVPD" orbital_gap_ev=9.311 homo_ev=-8.50 lumo_ev=0.8
C 1.268 0.303 0.728 -0.341
C 1.456 -0.424 -0.442 -0.052
C -2.000 0.065 -0.524 -0.268
C -0.068 0.620 0.765 -0.023
H 3.095 0.437 1.524 0.049
H 1.916 1.138 2.435 0.109
H 2.261 -0.934 -0.738 0.061
H -2.493 1.009 -0.173 0.133
H -2.186 -1.605 -1.195 0.050
H -0.529 1.363 1.398 0.127
N 2.261 0.914 1.484 0.091
N 0.235 -0.806 -1.020 0.113
N -0.621 -0.035 -0.299 -0.173
N -2.732 -0.756 -1.081 0.124

---

y.
14
Properties=species:S:1:pos:R:3:lowdin_charge:R:1 method="wB97M-V/def2-TZVPD" orbital_gap_ev=8.991 homo_ev=-9.22 lumo_ev=-0.2
C -1.356 -0.214 0.192 -0.449
C 0.146 -0.705 0.032 -0.023
C 1.185 0.012 -0.224 -0.450
C 2.506 -0.581 0.128 -0.151
H -1.968 -2.141 -0.631 0.203
H -3.268 -0.766 -0.438 0.096
H -1.126 1.396 1.124 0.012
H 0.533 -1.581 0.417 0.072
H 0.323 2.188 0.247 0.210
H 2.377 1.715 -0.870 0.250
N -2.314 -1.068 -0.243 0.060
N -1.801 1.008 0.455 0.056
N 1.067 1.423 -0.459 -0.027
N 3.696 -0.685 0.271 0.141

---

Which structure is most stable? w, by 0.0187 hartree over the runner-up.

---

w.
14
Properties=species:S:1:pos:R:3:lowdin_charge:R:1 method="wB97M-V/def2-TZVPD" smiles="[H]/N=C/N1C=CN=CN1" orbital_gap_ev=7.626 homo_ev=-7.52 lumo_ev=0.1
C -0.657 -0.514 -1.643 -0.309
C -0.172 0.407 1.640 -0.152
C 1.806 0.220 0.672 -0.237
C 1.307 0.541 -0.533 -0.063
H -2.383 -1.551 -2.297 0.113
H -0.268 -0.445 -2.682 0.128
H -1.959 -0.108 0.682 0.241
H -0.892 0.679 2.591 0.159
H 2.961 -0.059 0.723 0.137
H 2.129 0.718 -1.419 0.155
N -1.852 -1.073 -1.324 -0.033
N -0.189 0.278 -0.711 -0.157
N -0.934 0.485 0.439 -0.010
N 1.076 -0.141 1.823 0.028

---

x.
14
Properties=species:S:1:pos:R:3:lowdin_charge:R:1 method="wB97M-V/def2-TZVPD" orbital_gap_ev="10.321 / 5.982" homo_ev="-9.62 / -7.99" lumo_ev="0.7 / -2.0"
C 0.385 -0.116 0.113 -0.323
C -0.740 -0.908 0.091 0.143
C 1.851 -0.648 0.143 -0.193
C 2.513 0.637 -0.276 -0.015
N -0.076 1.160 0.086 0.042
N -1.399 1.180 -0.085 0.040
N -1.790 -0.060 0.052 -0.272
N -3.112 -0.413 -0.167 0.111
H 2.136 -1.015 1.101 0.084
H 2.211 -1.456 -0.560 0.121
H 2.632 1.022 -1.332 0.076
H 2.432 1.447 0.367 0.010
H -3.279 -1.152 0.500 0.092
H -3.764 0.322 -0.033 0.081

---

Which structure is most stable? w, by 0.0529 hartree over the runner-up.

---

w.
14
Properties=species:S:1:pos:R:3:lowdin_charge:R:1 method="wB97M-V/def2-TZVPD" smiles="C1=NN[C@H]2C=NN[C@H]12" orbital_gap_ev=9.846 homo_ev=-9.26 lumo_ev=0.6
C -0.963 -1.655 0.329 0.004
C 0.190 -0.508 -0.171 -0.346
C 0.896 1.529 -0.158 -0.032
C -0.197 0.605 0.506 -0.351
H -1.997 1.051 -0.157 0.111
H -0.964 -2.601 -0.031 0.059
H -0.151 -0.289 -1.103 0.112
H 1.980 -0.968 -1.143 0.183
H 1.120 2.540 -0.270 0.075
H 0.112 0.450 1.617 0.176
N -1.657 0.484 0.619 -0.004
N -2.028 -0.946 0.428 0.042
N 1.648 -0.506 -0.180 -0.045
N 2.009 0.814 -0.285 0.015

---

x.
14
Properties=species:S:1:pos:R:3:lowdin_charge:R:1 method="wB97M-V/def2-TZVPD" orbital_gap_ev=8.540 homo_ev=-8.70 lumo_ev=-0.2
C 1.314 1.035 1.307 -0.102
C 0.778 1.400 -0.189 -0.252
C -1.146 -1.065 -0.536 -0.436
C 0.204 -1.664 -0.612 -0.124
H 2.120 1.735 1.780 0.075
H 0.287 0.801 1.977 0.097
H 1.469 -0.240 1.231 0.104
H 1.569 1.911 -1.031 0.161
H -2.095 0.682 0.140 0.121
H -1.994 -2.601 -1.273 0.098
N -0.325 1.174 -0.658 -0.045
N -1.195 0.297 -0.041 -0.016
N -2.204 -1.651 -0.843 0.142
N 1.217 -1.814 -1.252 0.176

---

y.
14
Properties=species:S:1:pos:R:3:lowdin_charge:R:1 method="wB97M-V/def2-TZVPD" smiles="[H]/N=C(/C#N)N(C)/C=N/[H]" orbital_gap_ev=10.252 homo_ev=-9.82 lumo_ev=0.4
C 1.587 -0.513 -0.388 -0.064
C 0.113 1.366 0.039 -0.267
C -0.826 -0.844 0.082 -0.394
C -2.224 -0.471 -0.231 -0.165
H 1.634 -1.440 -1.030 0.112
H 2.028 -0.756 0.646 0.109
H 2.182 0.334 -0.745 0.078
H 0.960 2.009 -0.215 0.128
H -1.008 2.840 0.597 0.080
H 0.294 -2.216 0.847 0.070
N 0.235 0.009 -0.257 -0.124
N -0.959 1.809 0.497 0.110
N -0.713 -2.002 0.609 0.166
N -3.304 -0.125 -0.450 0.160

---

z.
14
Properties=species:S:1:pos:R:3:lowdin_charge:R:1 method="wB97M-V/def2-TZVPD" orbital_gap_ev="5.731 / 5.729" homo_ev="-6.42 / -6.42" lumo_ev="-0.7 / -0.7"
N 0.033 -1.370 1.000 0.072
C 0.640 -0.323 0.377 -0.416
C -1.242 0.303 0.039 -0.484
N -2.321 0.998 -0.377 0.149
C -1.177 -1.147 0.126 -0.119
C 2.634 0.580 -0.236 0.048
N -0.100 0.863 0.408 0.119
N 1.894 -0.462 -0.154 0.089
H 0.495 -2.260 0.845 0.119
H -3.214 0.535 -0.380 0.099
H -2.306 1.999 -0.258 0.100
H -1.255 -1.762 -0.763 0.062
H 2.265 1.587 -0.047 0.084
H 3.655 0.457 -0.579 0.079

---

Which structure is most stable? y, by 0.0869 hartree over the runner-up.